DFT (ωB97M-V/def2-TZVPD) results for the molecule C17H34N2O.

XYZ file:
```
54
Properties=species:S:1:pos:R:3:forces:R:3:mulliken_charge:R:1
O 1.2671 -2.6749 -2.9905 -0.011 -0.344 -0.171 -0.66
N -3.6348 -0.9452 -1.2328 0.003 0.109 0.040 -0.07
N 0.8522 -1.0171 -1.5355 -0.219 -0.039 0.131 0.64
C 1.6733 1.6307 3.0846 0.175 -0.129 -0.014 -0.67
C 2.1307 0.3098 0.1138 -0.297 0.245 -0.057 -0.22
C 1.4623 -1.5276 -2.6327 0.177 0.311 -0.149 0.98
C 0.9665 0.3106 3.1012 -0.062 0.163 0.110 -0.55
C 3.4931 2.3966 -0.2267 -0.293 -0.014 0.096 -1.82
C 1.0785 0.3064 -1.0009 0.414 0.061 0.212 -1.07
C -1.4108 -2.0232 -1.2903 0.186 0.266 0.112 -0.82
C 2.3879 -0.6061 -3.4028 -0.049 -0.238 -0.074 -1.26
C 2.8511 1.7047 2.1039 -0.339 0.250 -0.091 -1.16
C -4.0517 -1.3533 -2.5586 0.027 -0.059 0.103 -0.97
C -1.3095 1.2031 2.5928 0.127 0.034 0.047 -1.71
C 0.0191 -1.9170 -0.7545 -0.211 -0.400 -0.264 -0.92
C -0.9384 -1.2634 3.0394 0.167 0.058 0.056 -1.57
C -2.2003 -0.7219 -1.1496 -0.023 -0.330 0.054 0.41
C 2.4209 1.7245 0.6306 0.326 -0.191 0.070 0.87
C -0.3322 0.1034 2.9115 -0.005 -0.183 -0.027 1.39
C -4.3719 0.2232 -0.7996 0.026 -0.068 -0.004 -0.92
H -2.0049 -0.3004 -0.1588 0.041 0.082 0.003 -0.50
H 0.4749 -2.9102 -0.8010 -0.041 0.136 0.135 0.51
H 0.9745 2.4372 2.8626 -0.014 0.090 0.047 0.46
H 1.5020 2.3170 0.5544 -0.058 0.027 0.033 0.07
H -1.6316 -1.2803 3.8810 -0.119 -0.068 0.040 0.47
H 3.5287 0.8654 2.2740 0.125 -0.037 0.010 0.33
H 1.3771 0.9798 -1.8041 -0.084 0.038 0.025 0.42
H -4.0968 0.4647 0.2265 -0.013 0.064 0.041 0.19
H 1.7619 -0.3046 0.9349 0.046 -0.087 -0.106 0.28
H 1.8290 0.2173 -3.8433 0.007 0.120 0.000 0.30
H -1.3553 -2.3322 -2.3335 -0.005 -0.098 -0.008 0.46
H -4.1833 1.1078 -1.4297 -0.003 0.035 -0.024 0.35
H 1.6016 -0.5331 3.3450 0.015 -0.212 0.001 0.29
H -1.5054 -1.5233 2.1455 -0.095 -0.058 -0.073 0.29
H 0.0151 -1.5727 0.2801 0.027 0.027 0.058 -0.04
H 3.2139 2.3838 -1.2777 0.039 0.012 -0.180 0.34
H -5.1279 -1.5198 -2.5550 -0.030 -0.027 -0.068 0.37
H 2.8423 -1.1846 -4.2026 -0.027 -0.017 0.036 0.35
H -1.9329 -2.8001 -0.7295 -0.052 -0.051 0.007 0.33
H -0.1773 -2.0219 3.2055 0.035 -0.094 0.019 0.33
H 3.6321 3.4331 0.0727 0.055 0.116 -0.007 0.49
H 4.4439 1.8789 -0.1170 0.128 -0.067 -0.002 0.37
H -1.8621 0.0102 -1.9060 -0.005 0.063 0.067 0.31
H -2.2797 0.7855 2.3349 -0.095 0.023 -0.046 0.36
H -3.8163 -0.5981 -3.3259 0.014 0.032 -0.040 0.33
H -3.5612 -2.2862 -2.8242 -0.017 -0.049 -0.110 0.30
H -5.4377 0.0014 -0.8268 -0.063 0.063 0.014 0.38
H 2.0672 1.8054 4.0918 -0.058 0.085 0.008 0.34
H -1.4432 1.8590 3.4529 -0.085 0.099 0.020 0.44
H 3.1699 -0.2069 -2.7623 0.073 0.140 0.052 0.30
H 3.4038 2.6225 2.3176 0.089 -0.019 0.029 0.40
H 3.0536 -0.1450 -0.2517 0.081 -0.051 -0.031 0.33
H 0.1340 0.6751 -0.5926 0.015 0.073 -0.062 -0.16
H -0.9629 1.8117 1.7592 -0.043 0.111 -0.069 0.32
```
Forces are in eV/Å.

Summary:
SMILES: CC(=O)N(CCCN(C)C)CC[C@H](C)CCC=C(C)C
Charge: 0
Maximum force: 0.5 eV/Å
Energy above the lowest of the compared OMol25 structures with the same formula, charge and spin: 0.0512 eV
Energy: -23208.5161 eV



DFT (ωB97M-V/def2-TZVPD) results for a cluster of 19 separate species, C50H115N15O27 in total in a non-equilibrium geometry.

XYZ file:
```
207
Properties=species:S:1:pos:R:3:forces:R:3:mulliken_charge:R:1
O 0.6064 1.2922 -6.4338 5.076 8.986 -5.113 -0.51
O -2.4806 -2.7730 4.9168 0.387 -0.472 -0.060 -0.72
O -4.5185 -0.7617 -3.9602 2.331 -4.499 -1.245 0.06
O -4.8955 1.5670 2.3392 1.413 1.175 -0.968 -0.61
O -1.5268 2.9234 -2.0129 -0.755 -2.568 2.743 -0.31
O -1.4410 5.9878 2.4685 -1.184 0.236 0.548 -0.66
O -6.0353 0.8275 -3.6284 0.745 -1.039 1.011 -0.66
O 0.5339 -4.7688 1.8435 0.419 -0.201 0.167 -0.85
O 0.8887 0.0144 1.6343 -0.466 0.379 -1.463 -0.72
O 6.1129 0.6022 -3.0927 -0.294 0.457 0.418 -0.14
O -4.2225 -7.7789 -0.2530 -0.284 1.101 -0.203 -0.68
O -2.2967 -0.5738 8.5882 2.243 -2.587 0.331 -0.61
O -3.6412 -4.5440 -4.0636 -0.618 0.177 1.145 -0.67
O 4.7274 -2.1715 0.0640 -0.542 0.777 0.090 0.20
O -0.2227 -1.1037 7.8118 0.562 -1.510 -0.149 -0.30
O 4.0842 -0.8757 1.7677 0.684 -0.503 -2.856 0.20
O -0.8448 -2.0692 9.7092 1.682 1.260 -1.895 -0.31
O -5.8036 -4.5596 0.6067 -0.966 -0.057 3.556 -0.65
O 5.1741 3.4706 1.8013 0.688 -0.820 1.303 -0.87
O 7.7323 -0.8417 -3.7783 -0.518 1.734 -0.211 -0.64
O 8.0635 1.2064 -2.9025 2.978 2.601 -0.226 -0.11
O -4.3472 0.2800 -2.1883 0.767 -0.590 2.638 0.08
O 5.8941 -2.2171 2.0800 -1.474 0.955 -2.470 -0.64
O 1.8630 6.5186 2.7262 -0.930 1.433 -0.063 -0.58
O 0.0803 -2.9010 -2.2109 -2.281 1.018 -2.071 -0.60
O 1.3936 7.8275 0.2827 -2.316 0.241 1.209 -0.59
O 4.3954 4.0275 -2.9339 0.286 -0.254 -1.404 -0.49
N -5.1076 -5.2733 -1.3810 -0.365 1.015 0.526 -0.22
N -0.1207 -0.7574 -6.7195 -0.917 -0.312 0.128 -0.06
N -6.9468 1.1579 2.7328 -3.607 -0.282 0.787 -0.39
N 0.0266 -4.7217 -0.8128 -1.627 -1.608 0.451 -0.03
N -1.9385 4.4555 -3.5010 0.460 0.809 -0.713 -0.45
N 4.9402 4.0153 -0.2625 -1.237 1.918 -1.347 -0.01
N 3.8919 5.7961 2.3247 0.752 0.787 -0.454 -0.21
N -2.6260 -5.7994 -5.5112 1.262 -3.499 -2.856 -0.40
N -4.2180 -3.0311 6.3290 0.403 0.048 0.660 -0.10
N -3.2026 -8.0113 1.6968 2.530 0.746 3.401 -0.15
N 3.4647 8.1920 -0.1572 4.912 2.346 0.323 -0.24
N -0.9215 -4.5635 3.4760 -2.513 -0.935 1.271 0.02
N 4.7077 3.7006 -5.1988 -2.514 -0.101 0.528 -0.09
N -0.5053 0.3672 -0.1912 1.502 0.454 1.542 0.69
N -2.9600 4.8210 1.1990 -0.962 0.180 0.831 0.01
C -4.2230 5.2677 1.9017 1.146 -0.854 -1.447 -1.00
C 0.3648 3.6858 -3.2166 0.268 -0.103 -0.893 -0.13
C -5.6351 -2.9140 -1.1945 -0.709 -0.511 0.182 -0.70
C -4.8044 -1.0532 -5.3515 -1.277 3.254 0.744 -0.83
C -1.2492 -1.2494 8.6531 -1.743 2.494 0.911 0.80
C -1.8216 -3.5854 -5.1466 2.142 1.337 -1.220 -0.01
C 0.1072 0.3955 -5.9965 -4.337 -7.402 5.195 0.48
C -2.7532 -4.6907 -4.8824 -1.674 3.108 2.196 0.31
C -3.3305 -6.6263 2.1620 -0.891 -0.022 -0.586 -0.64
C 2.2518 6.6435 -1.6218 1.825 0.661 1.042 -0.32
C 6.6421 3.8607 -3.8381 0.333 0.497 0.485 -1.40
C -0.5782 4.4853 0.9695 -0.267 -1.211 -0.976 1.26
C -4.1689 -1.1318 4.8162 -0.406 -0.045 0.213 -0.94
C 0.6267 0.6414 0.5894 -1.967 -1.594 1.949 0.34
C -5.0932 0.1228 -3.2524 -1.955 3.410 -0.960 0.50
C -1.0785 3.6418 -2.8398 0.402 1.627 -1.180 0.39
C -5.9189 1.9669 2.8639 2.616 -0.729 1.013 0.84
C -5.9019 3.1066 3.9130 -1.299 -1.537 -1.267 -1.27
C 9.5206 1.2332 -3.0789 -0.504 -0.260 0.816 -0.84
C 3.9281 -0.6979 3.1362 0.176 0.449 1.835 -0.87
C -4.7855 1.1178 -1.0720 -0.702 0.634 -1.773 -0.67
C 0.0562 -0.7893 -8.1664 0.711 -0.624 0.290 -1.03
C -3.4860 -3.9895 7.1823 -1.101 -0.559 -0.406 -0.73
C 1.8931 -3.3083 -0.8284 0.891 -0.317 0.857 -0.80
C 2.1950 4.3320 3.4894 1.636 0.436 0.628 -0.80
C -1.5296 -0.6275 0.1896 0.498 -0.149 -0.855 -0.25
C 5.0344 -1.7581 1.3119 0.299 -1.729 2.928 0.35
C 5.4144 -3.2569 -0.6073 1.121 0.606 0.687 -0.87
C 0.4637 -3.5799 -1.3029 3.451 0.129 -0.276 0.27
C 7.3479 0.2559 -3.3794 0.366 -3.494 0.423 0.70
C -5.5183 -4.2999 -0.5074 0.693 0.354 -4.435 0.46
C -3.5983 -8.4468 0.5528 -1.641 -2.676 -4.130 0.71
C -0.2342 -0.5696 6.4392 -0.298 0.512 0.596 -0.31
C 2.6594 5.6232 2.8025 -1.764 -1.392 1.297 0.67
C -1.1930 -5.5039 -1.1810 1.186 1.471 1.043 -0.55
C 0.1644 -4.2084 2.8804 1.985 -0.523 -2.197 0.24
C -1.7228 5.1772 1.6083 0.906 0.676 0.720 -0.05
C 1.5413 1.7393 0.1896 -0.150 -0.133 -0.712 0.27
C 5.1322 3.8923 -3.9151 0.028 -0.312 -0.436 0.61
C 3.7349 9.1043 0.9414 -0.459 0.314 0.373 -1.02
C -1.5988 -2.4482 10.8371 -3.137 -0.907 -1.478 -0.70
C -3.5776 -2.4186 5.3196 0.253 0.925 0.296 0.46
C -3.3971 -9.9315 0.0682 1.450 0.669 1.299 -1.20
C 5.7188 1.7476 0.1987 -0.352 -0.043 0.134 -0.30
C 1.0228 -3.2590 3.5876 0.097 0.979 -0.004 0.26
C 2.3476 7.6072 -0.3949 -3.594 -2.151 -2.284 0.62
C 5.2708 3.1372 0.6274 1.350 -2.741 1.680 0.64
C -0.3052 0.4526 -4.5100 -0.910 -2.260 -0.010 -0.13
C 5.1045 -0.2362 -3.5448 -1.321 -0.588 -1.028 -0.78
C 3.2517 3.4390 -5.5407 0.418 0.531 -0.658 -0.68
H 3.6150 -1.6331 3.6004 0.162 0.027 0.122 0.30
H 4.8315 0.1789 -4.5149 -0.488 -0.369 -0.155 0.36
H -1.1374 -2.8421 11.7427 1.054 0.981 -0.392 0.29
H -1.3799 -5.3904 3.1207 -0.117 0.497 -0.081 0.08
H 5.3976 3.7567 -5.9342 -0.320 -0.210 0.120 0.24
H -3.3988 -0.3688 4.9291 0.045 -0.064 -0.323 0.22
H 1.1090 -0.5804 -8.3563 -0.117 0.270 -0.392 0.28
H 3.0753 2.4562 -5.9779 0.350 -0.263 0.495 0.37
H -3.0212 -6.5308 3.2028 -0.601 -0.466 0.103 0.38
H 5.0884 1.4987 -0.6550 0.252 -0.396 -0.128 -0.02
H -4.3932 6.3103 1.6330 -0.248 -0.059 0.405 0.37
H 2.8590 9.5325 1.4288 -0.308 -0.597 -0.262 0.31
H -5.7392 -2.9914 -2.2768 0.995 -0.270 -0.114 0.30
H -5.8324 0.8917 -0.8694 0.013 0.211 0.001 0.34
H -4.5951 -4.9622 -2.1939 -0.041 -0.536 -0.193 0.22
H -4.1676 -10.2403 -0.6383 -0.127 0.162 0.567 0.30
H -5.0296 -6.1842 -0.9519 0.576 -0.183 -0.344 0.42
H -0.4476 3.5136 1.4458 0.500 0.216 0.898 0.00
H 7.1074 3.2670 -4.6249 -0.210 -0.292 0.179 0.40
H 2.8421 4.0883 -6.3144 0.695 0.475 -0.247 0.41
H 9.9266 1.7090 -3.9716 -0.879 -0.186 -0.515 0.28
H -6.6196 -2.4838 -1.0107 0.121 0.214 0.977 0.47
H -1.0290 -6.5324 -0.8595 0.180 -0.090 -0.586 0.25
H 6.7707 1.6214 -0.0579 0.010 0.599 -0.297 0.43
H 0.6852 -0.8232 5.9115 0.291 -0.389 0.813 0.10
H -4.2232 5.0744 2.9744 0.712 0.419 -0.098 0.27
H -2.5248 -0.1975 0.3027 0.202 0.232 0.143 -0.27
H 0.3714 -4.8394 0.1292 0.003 -0.607 0.191 0.45
H -4.4775 -1.2342 3.7758 0.094 0.207 0.034 0.23
H 0.5760 4.5876 -3.7912 0.280 0.042 0.201 0.63
H -1.5803 -1.3622 -0.6140 -0.138 -0.040 -0.123 0.02
H 5.4053 -1.2762 -3.6711 0.235 0.138 0.118 0.39
H -5.0691 -2.5710 6.6191 0.275 -0.337 0.393 0.24
H 5.5744 1.0229 1.0000 -0.387 0.273 0.037 -0.05
H -2.4458 -1.7822 11.0016 0.477 0.574 0.485 0.35
H 3.2960 6.6622 -1.9340 -0.079 -0.522 -0.980 0.20
H -2.7659 -5.8446 1.6539 0.308 -0.497 -0.688 -0.05
H -4.0691 -4.2658 8.0608 -0.280 0.300 -0.126 0.36
H 2.4966 -2.6015 -1.3979 -0.870 0.574 -0.036 0.30
H 2.3120 1.1681 -0.3280 0.505 0.477 -0.137 0.32
H -4.3744 -6.3958 1.9492 -0.054 0.541 0.622 0.33
H 0.2736 5.1646 1.0027 0.089 -0.386 -0.131 0.00
H 0.5169 0.3716 -3.7988 0.322 0.520 -0.329 0.23
H 4.6441 5.1283 2.2326 -0.125 -0.336 0.249 0.35
H -6.9365 0.3636 2.1092 0.373 0.223 0.179 0.21
H 3.1966 0.0774 3.3639 -0.528 -0.265 -0.867 0.21
H 3.0946 3.8494 3.8713 0.043 -1.045 -0.812 0.42
H -4.0234 -1.5517 -5.9257 -0.086 -0.329 0.962 0.09
H -1.3399 -5.3403 -2.2486 -0.443 -0.354 0.215 0.12
H -4.9090 3.0165 4.3536 -0.251 0.698 0.019 0.25
H -1.0081 -0.9691 5.7838 -0.472 0.110 0.599 -0.01
H -3.4096 -4.9031 6.5927 0.515 -0.063 0.166 0.24
H 9.8442 1.8962 -2.2766 0.087 -0.489 0.223 0.26
H -2.9259 4.2692 0.3538 -0.823 -0.125 0.285 0.18
H 4.2486 -0.1920 -2.8713 0.177 0.176 0.075 0.10
H 4.2630 9.9767 0.5565 0.426 -0.218 0.053 0.40
H 1.9378 2.2276 1.0798 0.032 -0.102 -0.177 -0.23
H 3.9286 6.7484 1.9905 0.631 -0.251 -0.181 -0.04
H -7.6850 1.2119 3.4201 -0.199 -0.050 -0.458 0.18
H -2.5139 -3.6680 7.5562 0.000 0.343 -0.505 0.13
H -4.9972 -0.8074 5.4461 -0.221 -0.032 -0.216 0.39
H -1.5549 5.1706 -4.1023 -0.366 -0.001 0.167 0.18
H -4.8122 -2.2773 -0.8695 -0.200 0.188 -0.213 -0.05
H 1.0614 2.4470 -0.4864 0.171 0.061 -0.014 -0.46
H -2.6323 -8.6113 2.2755 -0.127 -0.053 -0.222 0.23
H -1.2690 -1.2007 1.0794 0.296 0.537 0.113 0.27
H 4.9174 -3.6116 -1.5102 -0.860 0.412 0.471 0.27
H 9.8838 0.2083 -3.0034 0.146 0.218 0.138 0.36
H 1.5784 6.9583 -2.4190 0.025 0.166 0.332 0.30
H -0.8413 4.0512 0.0049 0.208 0.743 -0.688 -0.69
H -3.1811 -10.6058 0.8969 -0.809 -0.317 0.169 0.37
H 7.0682 4.8551 -3.9717 -0.216 0.269 0.148 0.47
H 6.9372 3.5136 -2.8479 0.024 -0.091 -0.201 0.13
H 4.5837 3.8229 -1.1877 0.372 -0.075 -0.326 0.33
H -2.4435 -10.0353 -0.4496 0.095 0.568 -0.411 0.30
H -1.0231 -3.8462 -5.8412 0.259 -0.545 0.007 0.47
H -6.2090 4.0288 3.4197 0.603 0.160 0.270 0.34
H 1.7218 -3.9204 4.0996 0.218 0.399 0.285 0.40
H -2.0051 -5.1592 -0.5409 -0.484 0.160 -0.570 0.12
H 5.5750 -4.0774 0.0920 0.095 0.086 -0.095 0.32
H -2.1797 -2.6783 -5.6335 -1.089 -0.203 0.246 -0.43
H 6.3517 -2.8512 -0.9883 0.308 -0.206 0.334 0.33
H -5.8325 -1.3944 -5.4727 0.328 -0.611 0.032 0.29
H 4.2677 8.1944 -0.7697 -0.493 -0.672 -0.320 0.23
H 0.5334 2.8431 -3.8871 0.018 -0.032 -0.133 -0.45
H 2.5259 3.6307 -4.7504 0.876 -0.322 0.563 -0.11
H -4.8397 -0.0012 -5.6346 -0.153 -0.091 -1.470 0.40
H 4.4323 4.6760 0.3081 -0.278 1.029 -0.853 -0.02
H -6.7133 2.8620 4.5985 0.247 0.188 0.475 0.49
H 4.3020 8.5649 1.7000 0.235 0.480 0.120 0.34
H 1.5278 -2.5994 2.8820 0.078 -0.058 0.127 -0.29
H -0.8531 -0.4590 -4.2716 -0.290 -0.160 0.138 0.05
H -2.8308 4.6045 -3.0518 0.069 -0.037 -0.283 0.27
H -5.0234 4.6184 1.5469 -0.023 0.240 -0.409 0.29
H 2.0457 5.6233 -1.2983 -0.243 0.159 0.106 -0.22
H -4.6592 2.1016 -1.5240 -0.429 0.394 0.697 0.29
H 1.5088 3.7755 2.8510 0.362 -0.200 0.189 -0.15
H -1.4229 -3.8862 4.0326 -0.269 -0.263 0.481 0.52
H -2.1470 -5.7949 -6.4003 0.151 -0.394 0.326 0.19
H 4.7893 -0.2729 3.6518 0.611 -0.563 -0.269 0.41
H 1.9547 -3.0773 0.2350 -0.021 0.187 0.009 0.03
H -0.2254 0.5165 6.5314 -0.476 -0.068 -0.176 0.41
H -3.1495 -6.6199 -5.2414 -0.188 0.362 -0.105 0.26
H -4.2203 1.0606 -0.1418 0.407 -0.668 -0.558 0.11
H -0.6008 -1.5337 -6.2870 0.110 0.363 -0.015 0.20
H -0.5927 -0.1550 -8.7703 0.004 0.383 0.395 0.30
H 0.4043 -2.6770 4.2710 0.391 0.052 0.258 -0.29
H -1.0002 1.2517 -4.2521 0.355 0.227 -0.354 -0.17
H -0.7167 1.1044 -0.8485 -0.416 -0.198 -0.189 -0.11
H 1.0680 3.5377 -2.3970 -0.345 0.296 0.137 -0.12
H 1.7427 4.5460 4.4578 -0.691 0.607 -0.436 0.41
H -0.1184 -1.8051 -8.5209 -0.008 -0.078 0.181 0.35
H 2.4889 -4.2121 -0.9556 -0.233 -0.423 0.187 0.43
H -1.3048 -3.2088 -4.2639 -0.243 -0.381 0.472 0.22
H -2.1333 -3.3201 10.4601 -0.229 -0.504 0.240 0.25
```
Forces are in eV/Å.

Summary:
Charge: 0
Maximum force: 11.5 eV/Å
Energy: -131349.8626 eV